Model w:
# C3H7BrN2

C3H7BrN2 in the gas phase (the ωB97M-V functional and the def2-TZVPD basis, the Open Molecules 2025 dataset).

Structure (XYZ):
```
13
Properties=species:S:1:pos:R:3
Br -2.8371 0.6461 -1.0075
N -1.0395 1.0450 -1.1937
C -0.2602 1.3215 0.0368
C -0.1190 -0.0272 0.7593
C 0.4334 -0.8505 -0.4342
N 0.0451 -0.2223 -1.7033
H -0.5960 2.0621 0.8034
H 0.5977 1.7880 -0.4527
H -1.0907 -0.4958 1.1497
H 0.7399 0.2207 1.5307
H 1.4750 -0.8436 -0.4978
H 0.1065 -1.8171 -0.3946
H -0.5107 -0.7801 -2.3258
```

As for the structure (SMILES): BrN1CCCN1. As for the lowest unoccupied orbital energy: 0.6 eV. As for the frontier orbital gap: 0.348 hartree.

***

Model x:
# C3H7BrN2

2 unconnected molecules or ions with the total composition C3H7BrN2 (the ωB97M-V functional and the def2-TZVPD basis, the Open Molecules 2025 dataset).

Structure (XYZ):
```
13
Properties=species:S:1:pos:R:3
C 1.6609 -0.6751 0.7799
C -2.3283 -0.2381 0.2669
C 0.9552 -0.3829 -0.4416
N 1.1859 1.3119 -2.0952
N 1.0688 0.5522 -1.1541
Br -1.2780 1.0871 1.4475
H 1.8487 0.1970 1.4096
H 1.0814 -1.3686 1.3563
H 2.6095 -1.2012 0.4919
H -2.1992 0.1374 -0.7319
H -3.3183 -0.3435 0.7003
H -1.8984 -1.2095 0.2129
H 0.6117 2.1335 -2.2425
```

As for the lowest unoccupied orbital energy: 0.5 eV. As for the frontier orbital gap: 0.336 hartree.

***

model x ends up most stable, edging out the next structure by 0.0067 hartree.

***

Model w:
# CH4IN2

2 unconnected molecules or ions with the total composition CH4IN2 (the ωB97M-V functional and the def2-TZVPD basis, the Open Molecules 2025 dataset).

Structure (XYZ):
```
8
Properties=species:S:1:pos:R:3
C -0.3172 -0.2157 -0.8158
N -1.4983 0.1881 -0.7103
N 1.6173 0.3252 1.1145
I 1.3711 -0.6588 2.7411
H 0.4495 -0.5813 -1.4829
H -1.8805 0.7005 -1.5178
H -2.1121 0.2553 0.0971
H 2.3703 -0.0133 0.5741
```

As for the total charge: +1. Its expectation value of S² is 2.017. The multiplicity is 3. As for the lowest unoccupied orbital energy (spin up / spin down): -5.7 / -6.7 eV. As for the frontier orbital gap (spin up / spin down): 0.270 / 0.233 hartree.

***

Model x:
# CH4IN2

2 unconnected molecules or ions with the total composition CH4IN2 (the ωB97M-V functional and the def2-TZVPD basis, the Open Molecules 2025 dataset).

Structure (XYZ):
```
8
Properties=species:S:1:pos:R:3
C 0.8624 -0.3794 0.0691
N 0.8447 0.8140 0.4368
N -1.3960 -1.2438 -0.3393
I -2.6844 0.0699 0.1428
H 1.7091 -0.9934 -0.0848
H 1.6079 1.4921 0.4754
H -0.0586 1.2901 0.5053
H -0.8850 -1.0495 -1.2052
```

As for the total charge: +1. Its expectation value of S² is 2.023. The multiplicity is 3. As for the lowest unoccupied orbital energy (spin up / spin down): -4.3 / -7.9 eV. As for the frontier orbital gap (spin up / spin down): 0.331 / 0.204 hartree.

***

model w ends up most stable, edging out the next structure by 0.0187 hartree.

***

Model w:
# CH3N2OS

A gas-phase ion, CH3N2OS (charge -1) (the ωB97M-V functional and the def2-TZVPD basis, the Open Molecules 2025 dataset).

Structure (XYZ):
```
8
Properties=species:S:1:pos:R:3
C 1.0927 -0.2391 0.0003
N -0.2063 -0.8998 -0.0118
N -1.3350 0.2336 0.0334
O -1.0306 1.3862 0.0220
S -2.8412 -0.4371 -0.0015
H 1.9290 -0.9336 0.0996
H 1.3480 0.2630 -0.8307
H 1.0434 0.6269 0.6887
```

As for the total charge: -1. As for the structure (SMILES): C/N=[N+](\[O-])[S-]. As for the lowest unoccupied orbital energy (spin up / spin down): 4.2 / 4.2 eV. As for the frontier orbital gap (spin up / spin down): 0.262 / 0.261 hartree.

***

Model x:
# CH3N2OS

2 unconnected molecules or ions with the total composition CH3N2OS (the ωB97M-V functional and the def2-TZVPD basis, the Open Molecules 2025 dataset).

Structure (XYZ):
```
8
Properties=species:S:1:pos:R:3
C 0.8492 0.4138 -0.7689
N 1.2168 -0.0542 0.4540
N -1.0514 -0.4475 1.1936
O -1.7247 -0.0662 0.2260
S -1.3787 -1.5104 2.3111
H 1.1348 -0.2534 -1.6140
H -0.2719 0.4825 -0.8049
H 1.2258 1.4354 -0.9970
```

As for the total charge: -1. As for the lowest unoccupied orbital energy (spin up / spin down): 4.1 / 4.1 eV. As for the frontier orbital gap (spin up / spin down): 0.252 / 0.252 hartree.

***

model w ends up most stable, edging out the next structure by 0.0687 hartree.

***

Model w:
# C7H9ClN2

C7H9ClN2 in the gas phase (the ωB97M-V functional and the def2-TZVPD basis, the Open Molecules 2025 dataset).

Structure (XYZ):
```
19
Properties=species:S:1:pos:R:3
C 0.2740 0.6071 -0.1741
C 0.0025 -0.6957 -0.4418
C 1.6189 0.7941 -0.3872
C -1.2705 -1.3759 -0.4375
C -1.9849 -0.7957 0.8285
C -2.1889 0.6606 0.7454
C 2.6345 1.8414 -0.2047
N 2.1642 -0.4656 -0.7353
N 1.1550 -1.2987 -0.8186
Cl -2.0313 1.6957 2.1531
H -1.8323 -1.0694 -1.4140
H -1.1005 -2.3674 -0.3333
H -2.9522 -1.3296 0.8394
H -1.4779 -1.2562 1.6612
H -2.9319 1.0516 0.0667
H 2.6113 2.6590 -1.0146
H 2.3692 2.2786 0.7519
H 3.6370 1.3140 -0.2104
H 1.3037 -2.2478 -0.8747
```

As for the lowest unoccupied orbital energy (spin up / spin down): -0.1 / -0.5 eV. As for the frontier orbital gap (spin up / spin down): 0.310 / 0.287 hartree.

***

Model x:
# C7H9ClN2

C7H9ClN2 in the gas phase (the ωB97M-V functional and the def2-TZVPD basis, the Open Molecules 2025 dataset).

Structure (XYZ):
```
19
Properties=species:S:1:pos:R:3
C -2.4814 -0.7044 1.6392
C -1.6160 -0.6404 0.5556
C -0.3997 -0.0356 0.5671
N 0.1989 0.2720 1.7765
C 1.4308 0.8492 1.5253
N 1.7708 0.7862 0.2885
C 0.6407 0.2708 -0.4200
C 0.5890 0.0678 -1.7515
C 1.9628 0.3943 -2.8785
Cl 2.1647 -1.0738 -3.8043
H -3.3602 -1.1814 1.1629
H -2.8932 0.2776 2.1029
H -2.0345 -1.1233 2.6147
H -1.9916 -0.9370 -0.4219
H -0.2844 0.2382 2.7089
H 2.1676 0.9645 2.2847
H -0.2658 -0.3126 -2.2104
H 2.6764 0.6803 -2.1445
H 1.7250 1.2078 -3.5953
```

As for the structure (SMILES): C/C=c1\[nH]cn\c1=C/CCl. As for the lowest unoccupied orbital energy: 0.2 eV. As for the frontier orbital gap: 0.285 hartree.

***

model x ends up most stable, edging out the next structure by 0.0858 hartree.

***

Model w:
# CH4BrN2

2 unconnected molecules or ions with the total composition CH4BrN2 (the ωB97M-V functional and the def2-TZVPD basis, the Open Molecules 2025 dataset).

Structure (XYZ):
```
8
Properties=species:S:1:pos:R:3
C 0.8108 -0.2479 -0.0778
N 0.2588 -1.3844 0.1149
N -1.4291 1.3692 -0.0384
Br 2.5511 0.2242 -0.1195
H -0.8164 -1.3247 0.1550
H 0.6835 -2.4106 0.1592
H -0.9224 1.7440 -0.8324
H -1.1363 2.0302 0.6390
```

As for the total charge: +1. As for the lowest unoccupied orbital energy: -8.0 eV. As for the frontier orbital gap: 0.246 hartree.

***

Model x:
# CH4BrN2

2 unconnected molecules or ions with the total composition CH4BrN2 (the ωB97M-V functional and the def2-TZVPD basis, the Open Molecules 2025 dataset).

Structure (XYZ):
```
8
Properties=species:S:1:pos:R:3
C 0.5185 0.6559 -0.4489
N -1.5081 -0.7177 0.2453
N 1.3204 -0.0434 0.2633
Br 0.3969 2.3971 -0.8231
H -1.7321 -1.4528 -0.4700
H -2.3383 -0.0425 0.2523
H 1.0671 -1.0558 0.3039
H 2.2757 0.2592 0.6773
```

As for the total charge: +1. As for the lowest unoccupied orbital energy (spin up / spin down): -6.9 / -5.7 eV. As for the frontier orbital gap (spin up / spin down): 0.329 / 0.344 hartree.

***

model x ends up most stable, edging out the next structure by 0.0391 hartree.

***

Model w:
# C2H9N3

2 unconnected molecules or ions with the total composition C2H9N3 (the ωB97M-V functional and the def2-TZVPD basis, the Open Molecules 2025 dataset).

Structure (XYZ):
```
14
Properties=species:S:1:pos:R:3
N 1.8503 1.2205 1.8729
C 1.2841 1.1526 0.7025
N -0.0050 0.6333 0.4180
N 1.8741 1.7029 -0.4522
H 1.1640 0.6642 2.5628
H -0.2618 -0.1079 1.1893
H 0.0019 0.1846 -0.4945
H 1.2302 2.1334 -1.1362
H 2.6996 2.2506 -0.3024
C -1.9835 -1.9650 -0.8714
H -2.4486 -2.9443 -0.9611
H -0.9287 -2.0967 -0.5037
H -2.5276 -1.3309 -0.1787
H -1.9490 -1.4973 -1.8454
```

As for the structure (SMILES): N=C(N)N.C. As for the lowest unoccupied orbital energy: 0.7 eV. As for the frontier orbital gap: 0.363 hartree.

***

Model x:
# C2H9N3

2 unconnected molecules or ions with the total composition C2H9N3 (the ωB97M-V functional and the def2-TZVPD basis, the Open Molecules 2025 dataset).

Structure (XYZ):
```
14
Properties=species:S:1:pos:R:3
C -1.6051 -2.3709 2.3369
N -0.5286 -2.8359 1.8232
H -2.1700 -2.9066 3.0935
H -2.2110 -1.5820 1.9266
H -0.4942 -2.4582 0.7897
N 0.9917 1.5763 -2.3398
C 0.2440 1.1416 -1.2126
N 0.8819 1.1714 0.1475
H 1.7301 0.9313 -2.3134
H 1.0120 2.5669 -2.4778
H -0.2058 0.2246 -1.2588
H -0.4858 1.9234 -1.0325
H 1.2136 2.1469 0.3042
H 1.6273 0.4712 0.2132
```

As for the structure (SMILES): C=N.NCN. As for the lowest unoccupied orbital energy: 0.9 eV. As for the frontier orbital gap: 0.365 hartree.

***

model w ends up most stable, edging out the next structure by 0.0776 hartree.